C2H3CaORb | wB97M-V/def2-TZVPD

Energy above the lowest of the compared OMol25 structures with the same formula, charge and spin (kcal per mole): 0.0
Kohn-Sham gap (spin up / spin down) (eV): 6.24 / 2.81
Highest occupied orbital energy (spin up / spin down) (eV): -6.650 / -5.361
Calculated total energy (eV): -23256.4125

Each line ends with the Löwdin charge.
Element x y z (Å)
C -1.658 -0.209 0.734  -0.164
C -0.596 0.636 0.725  -0.349
O 0.674 0.123 0.887  -0.513
Rb 1.130 -1.820 -0.974  0.461
H -2.671 0.162 0.565  0.008
H -1.566 -1.288 0.951  0.024
Ca 2.238 3.325 0.288  0.755
H 2.449 -0.930 -3.177  -0.221

***

C12H14N4O2S | wB97M-V/def2-TZVPD

Energy above the lowest of the compared OMol25 structures with the same formula, charge and spin (kcal per mole): 360.0
Kohn-Sham gap (eV): 7.90
Highest occupied orbital energy (eV): -8.491
Calculated total energy (eV): -33546.9254

Each line ends with the Löwdin charge.
Element x y z (Å)
C 1.623 1.070 2.181  -0.054
H 1.834 2.142 1.717  0.132
O 1.943 0.158 1.111  -0.180
C 1.795 -1.123 1.555  -0.261
C 2.419 -1.913 0.433  -0.176
N 1.855 -1.776 -0.726  -0.181
C 0.591 -1.780 -1.036  -0.469
N 0.522 -1.278 -2.600  0.001
N 1.810 -1.093 -2.896  -0.053
N 2.516 -1.309 -1.817  0.012
S -0.911 -2.410 -0.387  0.982
C -2.161 -1.745 -1.526  -0.267
C -2.838 -0.291 -0.727  -0.177
O -4.139 -0.639 -0.391  -0.046
C -2.047 0.781 -0.588  -0.321
C -1.028 1.051 -1.235  -0.004
C -0.299 2.355 -0.918  -0.011
C -0.540 2.947 0.199  -0.108
C -1.721 2.577 0.856  -0.024
C -2.372 1.349 0.733  0.082
H -3.088 1.159 1.239  0.013
H -1.771 2.934 1.929  0.131
H -0.044 3.727 0.322  0.043
H 0.453 2.405 -1.611  0.083
H -0.905 0.588 -2.566  0.234
H -1.860 -1.411 -2.357  -0.034
H -2.859 -2.367 -1.375  -0.027
H 3.316 -2.113 0.247  0.045
H 2.130 -3.229 0.826  0.231
H 2.296 -1.429 2.588  0.170
H 0.691 -1.361 1.595  0.104
H 2.237 1.004 2.983  0.048
H 0.549 1.022 2.241  0.080

***

C6H9O3Pd | wB97M-V/def2-TZVPD

Total charge: +2
Kohn-Sham gap (spin up / spin down) (eV): 8.33 / 6.39
Spin multiplicity: 4
Highest occupied orbital energy (spin up / spin down) (eV): -17.974 / -18.830
Calculated total energy (eV): -15962.0538

Each line ends with the Mulliken spin population.
Element x y z (Å)
O -0.963 1.371 1.107  0.839
Pd 0.697 -2.131 -1.025  0.526
C -0.602 -1.124 -0.451  0.351
O 1.436 -0.274 -0.895  0.156
C 0.108 0.765 0.958  0.073
C 1.078 0.732 2.095  0.091
H 0.962 1.634 2.705  0.012
H 2.127 0.743 1.776  0.001
H 0.850 -0.110 2.763  -0.005
C 0.279 0.089 -0.357  0.686
O -1.719 -0.388 -0.825  0.222
C -2.395 -0.209 -2.062  0.008
H -2.946 0.734 -1.980  0.003
H -1.619 -0.107 -2.824  0.006
H -3.101 -1.024 -2.250  0.013
C 2.484 0.652 -1.251  0.002
H 2.086 1.657 -1.419  0.002
H 3.131 0.667 -0.372  0.011
H 2.986 0.245 -2.132  0.003

***

C4H8O3 | wB97M-V/def2-TZVPD

Energy above the lowest of the compared OMol25 structures with the same formula, charge and spin (kcal per mole): 68.3
Kohn-Sham gap (eV): 9.22
Highest occupied orbital energy (eV): -8.373
Calculated total energy (eV): -10418.0434

Each line ends with the Löwdin charge.
Element x y z (Å)
C 0.026 0.147 -1.619  -0.025
C -0.317 -0.731 -0.458  -0.418
O -1.619 -1.152 -0.486  -0.005
C 0.543 -1.098 0.496  -0.186
O 1.883 -0.794 0.393  -0.037
C 0.700 1.990 1.652  0.033
O 1.723 1.614 1.979  0.024
H -0.860 0.711 -1.923  0.079
H 0.826 0.840 -1.350  0.078
H 0.364 -0.446 -2.476  0.091
H -2.154 1.144 0.331  0.048
H -1.762 -1.784 0.232  0.107
H 0.239 -1.733 1.332  0.123
H 2.174 -0.383 1.217  0.064
H -1.766 1.675 0.679  0.024

***

C9H14O | wB97M-V/def2-TZVPD

Energy above the lowest of the compared OMol25 structures with the same formula, charge and spin (kcal per mole): 19.2
Structure (SMILES): Cc1ccccc1.CCO
Kohn-Sham gap (eV): 9.95
Highest occupied orbital energy (eV): -9.080
Calculated total energy (eV): -11606.8062

Each line ends with the Löwdin charge.
Element x y z (Å)
C 0.631 -1.213 -2.882  -0.049
C 0.734 -1.451 -1.387  -0.284
C -0.034 -2.449 -0.773  -0.061
C 0.235 -2.827 0.518  -0.090
C 1.217 -2.138 1.250  -0.106
C 1.905 -1.090 0.692  -0.093
C 1.623 -0.712 -0.634  -0.055
H 1.179 -0.315 -3.160  0.073
H -0.422 -1.035 -3.132  0.081
H 1.011 -2.077 -3.405  0.076
H -0.858 -2.831 -1.366  0.112
H -0.337 -3.566 1.065  0.100
H 1.412 -2.557 2.234  0.099
H 2.460 -0.393 1.297  0.097
H 2.231 0.083 -1.006  0.102
C -2.059 2.125 1.244  -0.090
C -1.317 3.431 0.994  -0.324
O 0.081 3.244 0.896  -0.081
H -2.353 1.483 0.430  0.066
H -2.934 2.298 1.879  0.071
H -1.457 1.565 1.977  0.075
H -1.624 3.946 0.086  0.108
H -1.616 4.064 1.842  0.105
H 0.293 2.413 1.338  0.067

***

CH4BrN2 | wB97M-V/def2-TZVPD

Energy above the lowest of the compared OMol25 structures with the same formula, charge and spin (kcal per mole): 64.4
Total charge: +1
Structure (SMILES): [NH2+]=CNBr
Kohn-Sham gap (eV): 9.31
Highest occupied orbital energy (eV): -14.725
Calculated total energy (eV): -74115.1210

Each line ends with the Löwdin charge.
Element x y z (Å)
N -0.359 -0.483 0.763  0.200
C 0.253 -0.078 -0.295  -0.009
N 0.736 1.462 -0.277  -0.432
Br -0.027 2.664 0.909  0.815
H -0.726 -1.425 0.709  0.167
H -0.638 0.352 1.298  0.065
H 0.845 -0.461 -1.098  0.145
H 1.005 1.976 -1.098  0.050

***

C17H28ClIrP | wB97M-V/def2-TZVPD

Energy above the lowest of the compared OMol25 structures with the same formula, charge and spin (kcal per mole): 7.4
Total charge: +2
Kohn-Sham gap (spin up / spin down) (eV): 7.40 / 6.28
Spin multiplicity: 6
Highest occupied orbital energy (spin up / spin down) (eV): -12.296 / -16.005
Calculated total energy (eV): -42709.6082

Each line ends with the Mulliken spin population.
Element x y z (Å)
C 2.147 -4.344 -1.800  0.165
C 1.814 -5.710 -1.175  0.014
C 0.988 -3.771 -2.608  0.007
C 3.462 -4.372 -2.593  0.013
Cl 2.419 -3.178 -0.398  0.041
H 0.775 -4.418 -3.478  0.009
H 1.222 -2.769 -2.994  0.001
H 0.068 -3.709 -2.011  0.000
H 1.667 -6.470 -1.961  0.005
H 0.894 -5.663 -0.587  -0.001
H 2.631 -6.059 -0.534  -0.002
H 3.382 -5.063 -3.449  0.005
H 4.292 -4.722 -1.968  -0.001
H 3.708 -3.385 -2.991  0.000
C -2.518 0.702 1.102  0.086
C -3.086 0.440 -0.223  0.157
C -2.535 -0.806 -0.697  0.106
H -3.782 1.084 -0.744  0.007
C -1.648 -1.320 0.298  0.099
C -1.640 -0.379 1.431  0.127
H -1.078 -0.489 2.331  0.026
H -2.722 1.562 1.709  0.004
H -2.756 -1.266 -1.647  0.015
H -1.065 -2.238 0.245  0.031
C 0.989 1.726 -0.083  0.103
C 0.015 2.633 -0.634  0.106
C -0.360 2.125 -1.941  0.112
H -0.380 3.520 -0.158  0.004
C 0.374 0.929 -2.191  0.122
C 1.218 0.670 -1.025  0.090
H 1.880 -0.181 -0.912  0.051
H 1.462 1.825 0.894  0.012
H -1.080 2.585 -2.606  0.009
H 0.321 0.302 -3.071  0.018
Ir -0.887 0.634 -0.393  2.707
C 4.002 -3.279 2.381  0.004
P 3.004 -2.050 1.570  0.628
C 1.456 -1.681 2.369  0.015
C 3.901 -0.615 1.014  0.009
H 3.411 -4.195 2.587  0.001
H 4.367 -2.870 3.346  0.020
H 4.879 -3.552 1.758  0.002
H 1.621 -1.646 3.463  0.027
H 1.067 -0.697 2.055  -0.001
H 0.706 -2.460 2.149  0.015
H 4.576 -0.294 1.831  0.029
H 4.511 -0.859 0.126  0.007
H 3.230 0.228 0.773  -0.004

***

C2H5N5 | wB97M-V/def2-TZVPD

Energy above the lowest of the compared OMol25 structures with the same formula, charge and spin (kcal per mole): 107.1
Kohn-Sham gap (eV): 9.31
Highest occupied orbital energy (eV): -8.961
Calculated total energy (eV): -9601.3763

Each line ends with the Löwdin charge.
Element x y z (Å)
C 0.570 0.699 -0.202  -0.475
C 0.908 -1.248 0.036  -0.295
H -1.088 1.865 0.232  -0.039
H 0.410 2.450 0.876  0.203
H 0.686 -2.258 0.089  0.105
H -1.715 -1.142 -1.092  0.061
H -1.881 -1.131 0.646  0.115
N -0.215 1.923 -0.052  0.090
N 1.866 0.689 -0.405  0.103
N 2.082 -0.699 0.043  0.047
N -0.080 -0.459 0.073  -0.059
N -1.543 -0.688 -0.243  0.144

***

The highest calculated total energy belongs to which entry? C2H5N5

***

The lowest calculated total energy belongs to which entry? CH4BrN2

***

Look up the calculated total energy of the fifth one. -11606.8062 eV